(1)
C4H9NSi | wB97M-V/def2-TZVPD

Geometry (Å):
Si: 4.3929 0.2284 0.0374
N: 1.6358 -0.3411 0.0083
C: 0.5012 -0.5803 0.1030
C: -2.6909 0.3721 -0.6357
C: -0.7932 -0.9261 0.2824
C: -1.8688 0.0532 0.6903
H: -2.0080 0.5545 -1.4894
H: 3.8384 -0.9705 0.7851
H: 3.8276 1.4882 0.2536
H: -3.3288 1.2906 -0.5034
H: -0.9894 -1.8024 -0.3669
H: -1.5484 1.0346 1.1299
H: 5.0014 0.1997 -1.2189
H: -2.5671 -0.1830 1.4875
H: -3.4027 -0.4179 -0.5631

Properties
Energy relative to the best compared isomer or geometry (same formula, charge and spin) ... 140.0 kcal per mole
Total charge ... 0
Spin multiplicity ... 1
E_HOMO (spin up / spin down) ... -9.31 / -6.24 eV
Calculated total energy ... -501.85773 Ha

***

(2)
C5H14O2 | wB97M-V/def2-TZVPD

Geometry (Å):
O: -2.5740 0.7422 0.5038
O: 0.6994 -2.9437 0.5230
C: -0.2610 -1.9807 0.3389
C: 0.2666 -0.6795 -0.5028
C: 0.4465 0.4352 0.5000
C: 1.4420 2.2542 -1.2462
C: 0.5463 1.9429 -0.1532
H: 1.0169 -3.2861 -0.2766
H: -2.2609 1.5037 1.0034
H: -0.4926 2.2395 -0.4277
H: 1.6906 1.4648 -1.9353
H: -0.4548 -0.4824 -1.2512
H: 1.2625 0.2932 1.1404
H: 2.4769 2.5600 -0.7479
H: 1.1605 -0.9434 -0.9898
H: -3.5788 0.7526 0.5590
H: -1.0772 -2.3854 -0.2684
H: 0.5662 2.5103 0.8463
H: 1.0895 2.9137 -2.0152
H: -0.3674 0.3182 1.1303
H: -0.6764 -1.6793 1.3982

Properties
Energy relative to the best compared isomer or geometry (same formula, charge and spin) ... 43.6 kcal per mole
Total charge ... 0
Structure (SMILES) ... CCCCCO.O
Spin multiplicity ... 1
E_HOMO ... -9.33 eV
Calculated total energy ... -349.30640 Ha

***

(3)
C27H47BN6O2TeY | wB97M-V/def2-TZVPD

Geometry (Å):
Te: -1.2215 -2.6421 -2.5195
Y: 0.1474 -0.7030 -0.4533
O: 1.2252 -2.7857 -1.1585
O: 2.5552 -1.0790 -0.8570
N: -0.6434 1.8831 1.1318
N: 0.9982 1.2028 -1.3978
N: 1.4361 0.6576 1.8486
N: 1.3962 2.0097 -0.3698
N: -1.4143 0.8763 0.6232
N: 1.0106 -0.6248 1.6426
C: -1.9974 -4.2953 -1.3663
C: 2.3602 -2.2452 -1.2200
C: 2.9277 0.5292 -4.2572
C: -4.7513 1.2094 -0.4563
C: -2.7338 2.4055 1.5879
C: 1.5256 1.0347 -3.8854
C: 2.2310 2.9562 -0.8353
C: 1.0945 -3.2095 4.2152
C: 1.6169 1.6382 -2.5080
C: 0.5449 -0.1358 -3.9384
C: 1.3925 -2.8810 2.7460
C: -3.9185 0.3924 0.5441
C: 2.7168 -3.5435 2.3339
C: 1.5701 -1.3917 2.5933
C: -0.9275 4.0447 2.3894
C: 1.0860 2.1126 -4.8853
C: 2.3613 -0.5923 3.4142
C: 0.2429 -3.4137 1.8834
C: 2.8550 1.9114 3.5029
C: -2.6905 1.1902 0.9040
C: -4.7455 0.1374 1.8123
C: -3.1334 -2.1341 -3.4280
C: -3.5329 -0.9447 -0.0845
C: 2.8413 4.0417 -0.0294
C: 2.3995 2.7453 -2.1896
C: 2.2449 0.6928 2.9229
C: -1.4222 2.8147 1.7157
B: 0.8952 1.9042 1.0928
H: -5.0256 2.1697 -0.0266
H: 2.6364 -4.6253 2.4006
H: 2.0844 2.5875 3.8674
H: -1.7782 4.6205 2.7464
H: 2.9761 -3.2728 1.3117
H: 3.6309 1.3564 -4.2953
H: -4.1868 1.3919 -1.3687
H: -3.0765 -1.1237 -3.8191
H: 3.5240 -3.2183 2.9857
H: -0.4460 0.1786 -3.5941
H: -0.6648 -2.8288 2.0592
H: 3.2016 -2.8464 -1.6154
H: 0.9318 -0.9528 -3.3242
H: 3.4770 4.6468 -0.6686
H: 0.0383 -4.4478 2.1568
H: 0.4507 -0.4990 -4.9604
H: 3.2841 -0.1830 -3.5145
H: -3.3313 -2.7991 -4.2597
H: -0.3451 4.6637 1.7096
H: -3.6040 2.9179 1.9451
H: 1.2738 2.8572 1.6634
H: 2.9066 0.0464 -5.2313
H: 1.7934 2.9365 -4.9028
H: 0.1495 -2.7705 4.5251
H: 3.4534 2.4378 2.7653
H: 0.1066 2.5073 -4.6254
H: -2.4133 -5.0376 -2.0444
H: -3.9500 -2.2003 -2.7195
H: 2.9471 -0.8890 4.2574
H: -5.0096 1.0694 2.3014
H: -2.9985 -0.7558 -1.0185
H: 3.0138 3.3175 -2.8511
H: -1.1691 -4.7454 -0.8293
H: -5.6659 -0.3846 1.5575
H: 1.0351 1.6903 -5.8865
H: 3.4884 1.6281 4.3388
H: 2.0812 4.6852 0.4088
H: -2.8995 -1.5126 0.6033
H: -4.1874 -0.4722 2.5192
H: -0.2986 3.7907 3.2414
H: 1.8776 -2.8363 4.8672
H: 1.0346 -4.2882 4.3481
H: 3.4454 3.6316 0.7753
H: 0.5085 -3.3970 0.8251
H: -5.6636 0.6810 -0.7201
H: -2.7564 -3.9612 -0.6685
H: -4.4234 -1.5332 -0.3003

Properties
Energy relative to the best compared isomer or geometry (same formula, charge and spin) ... 11.5 kcal per mole
Total charge ... +1
Spin multiplicity ... 1
E_HOMO ... -11.52 eV
Calculated total energy ... -1867.31388 Ha

***

(4)
C4H7NO | wB97M-V/def2-TZVPD

Geometry (Å):
O: 2.0315 0.6707 0.1949
N: -0.8718 0.4346 1.1229
C: -0.4505 0.8590 -0.2284
C: -1.0621 -0.4733 -0.0169
C: 0.2766 -1.1836 -0.1737
C: 0.9069 0.2172 -0.4965
H: -0.8603 1.7642 -0.6659
H: -2.0476 -0.8154 -0.3150
H: 1.7379 0.9257 1.0791
H: 0.6293 -1.6514 0.7493
H: -1.7642 0.8885 1.3157
H: 1.1457 0.2766 -1.5622
H: 0.3457 -1.8874 -1.0070

Properties
Energy relative to the best compared isomer or geometry (same formula, charge and spin) ... 61.2 kcal per mole
Total charge ... 0
Structure (SMILES) ... O[C@H]1C[C@H]2N[C@@H]12
Spin multiplicity ... 1
E_HOMO ... -9.36 eV
Calculated total energy ... -286.53415 Ha

***

(5)
C46H57CsI2N7P2S | wB97M-V/def2-TZVPD

Geometry (Å):
Cs: 1.4212 -0.4299 1.3505
I: 1.0875 -4.2979 2.4647
I: 0.0425 -4.4449 5.8005
S: 3.2873 -2.9194 0.1703
P: -0.2545 2.8164 3.1562
P: -2.1507 -1.2132 1.2106
N: 4.3251 -2.0240 -2.1349
N: -0.8853 1.5823 0.6296
N: 1.9215 -0.5870 -2.2775
N: 5.4725 -2.5878 -1.6533
N: 0.5161 -5.3165 -3.4963
N: 2.0409 -1.8087 -1.8168
N: 3.5460 -2.1199 -5.5613
C: 3.3127 -2.1704 -1.3835
C: -3.2981 -3.0113 -0.5943
C: -1.7720 -0.8432 -2.5918
C: -0.2913 -5.0934 3.8688
C: -0.7941 -3.4874 -4.2434
C: 0.2866 0.7656 -3.3995
C: -4.1097 0.0562 -0.3500
C: 1.9712 3.7302 4.7645
C: 0.4484 3.3172 1.4942
C: 7.8761 -2.7726 -1.7794
C: 9.0536 -2.8904 -2.4296
C: 1.5443 -3.3769 -4.5747
C: -4.6163 0.9728 -1.2634
C: 0.5185 -0.3500 -2.6033
C: 1.4592 3.9119 -1.0827
C: 2.6872 -2.7524 -5.1745
C: 3.0983 5.7003 -0.2247
C: 1.4601 4.2930 1.2973
C: -2.8854 0.1841 0.2275
C: -2.6526 2.3437 -0.8793
C: -3.9746 -0.8818 3.5331
C: -3.0199 -3.8236 1.8042
C: -0.4966 -1.1034 -2.0580
C: -0.0903 2.6602 0.3869
C: -2.5330 4.3104 2.1231
C: -3.3434 -2.6094 0.9284
C: -1.7151 -1.5018 3.9810
C: 9.0397 -2.6574 -3.8083
C: -2.5766 -0.7134 3.0491
C: 0.2729 5.5142 4.2278
C: 1.9380 4.6265 0.0434
C: -0.9871 1.1351 -3.8062
C: -5.9160 0.7373 -1.9800
C: -0.6358 -4.7146 -3.6373
C: 6.6111 -2.4242 -3.8376
C: 1.5933 -4.6564 -3.9895
C: -2.0327 0.2498 -3.4477
C: 7.8403 -2.4450 -4.4584
C: 0.5529 2.9304 -0.9164
C: -2.0792 3.2232 3.0443
C: -2.5696 3.3375 4.4756
C: 0.3357 -2.8145 -4.6828
C: -2.0523 1.3595 -0.0229
C: 0.4565 4.0228 4.4513
C: 6.6397 -2.6393 -2.4166
C: -3.8502 2.0809 -1.5467
H: -3.5822 4.1656 1.8974
H: 2.4450 4.5981 5.2106
H: -6.1266 1.5912 -2.5558
H: -1.9250 -2.5519 3.7762
H: 0.8593 5.9138 3.4419
H: -2.5452 2.3195 2.5931
H: -4.2746 2.9142 -2.1401
H: 2.0747 4.7528 2.0772
H: 3.9737 5.3138 -0.7907
H: 9.9792 -2.5657 -4.4180
H: -0.1162 3.7758 5.3535
H: -4.3972 -2.3163 1.2184
H: 2.0399 2.8300 5.4149
H: -2.5664 -1.4994 -2.3986
H: 1.8265 4.1012 -2.0522
H: 2.7914 6.4811 -0.9318
H: 0.5919 6.0096 5.1611
H: -2.2511 4.2747 5.0334
H: -4.1015 -0.4542 4.5054
H: 5.4834 -2.8700 -0.6328
H: -2.0039 3.2514 -1.0893
H: -3.6754 -4.6931 1.5416
H: -2.2508 0.3045 3.1785
H: -2.0085 4.2046 1.1764
H: -0.7979 5.8345 4.1060
H: -4.6209 -0.3744 2.7918
H: -3.2361 -3.6842 2.8678
H: -0.3261 -1.9161 -1.3924
H: -3.7355 -2.2164 -1.2674
H: -0.1915 -6.1703 3.9888
H: -6.7237 0.5821 -1.3279
H: -1.4993 -5.2634 -3.2991
H: 3.4065 6.2268 0.6627
H: -2.4888 5.3282 2.5522
H: 0.1472 2.3527 -1.7535
H: -1.2764 -4.9068 3.5878
H: 1.1407 1.3500 -3.5990
H: -4.0105 -3.9145 -0.6494
H: -0.6796 -1.2734 3.7750
H: -5.9281 -0.0773 -2.7731
H: 5.6609 -2.3768 -4.3146
H: -4.6997 -0.8142 -0.2367
H: -3.6357 3.3287 4.4685
H: -1.9256 -1.2988 5.0185
H: 7.8849 -2.2932 -5.5675
H: -1.1693 2.0993 -4.2389
H: -1.7808 -3.0928 -4.3027
H: -2.3534 2.4738 5.0651
H: 9.9815 -2.9879 -1.8860
H: -4.2490 -1.8992 3.5269
H: 2.5672 -5.1145 -3.8736
H: -3.0366 0.3797 -3.7819
H: -2.2928 -3.2348 -0.8337
H: 7.7930 -2.9006 -0.6990
H: 0.2898 -1.7623 -5.0360
H: -2.0203 -4.1622 1.6722
H: 2.4911 3.5477 3.8180

Properties
Energy relative to the best compared isomer or geometry (same formula, charge and spin) ... 54.4 kcal per mole
Total charge ... -1
Spin multiplicity ... 1
E_HOMO ... -4.03 eV
Calculated total energy ... -3866.70199 Ha

***

(6)
CH4N2OS | wB97M-V/def2-TZVPD

Geometry (Å):
S: -1.0205 -0.7589 1.1946
O: -0.1357 -1.1134 2.2990
N: -0.9244 0.7962 -1.1967
N: 1.2733 -0.0020 0.1127
C: -0.0385 -0.0986 0.0430
H: -1.8600 0.6999 -0.9640
H: -0.8991 0.4011 -2.1432
H: 1.6094 -0.7131 0.8355
H: 1.9956 0.7888 -0.1810

Properties
Energy relative to the best compared isomer or geometry (same formula, charge and spin) ... 71.4 kcal per mole
Total charge ... 0
Spin multiplicity ... 1
E_HOMO ... -8.15 eV
Calculated total energy ... -623.34538 Ha